No. 1
{
  "formula": "C59H64BiN10O2S4",
  "method": "the ωB97M-V functional and the def2-TZVPD basis",
  "symbols": ["Bi", "O", "C", "C", "C", "C", "C", "C", "C", "N", "N", "C", "O", "C", "C", "C", "C", "C", "C", "H", "H", "H", "H", "H", "H", "H", "H", "H", "H", "N", "S", "N", "S", "N", "S", "N", "C", "C", "C", "C", "C", "C", "C", "C", "C", "C", "C", "C", "C", "C", "C", "C", "C", "C", "C", "C", "C", "C", "C", "C", "C", "C", "C", "C", "C", "C", "C", "C", "C", "C", "C", "C", "H", "H", "H", "H", "H", "H", "H", "H", "H", "H", "H", "H", "H", "H", "H", "H", "H", "H", "H", "H", "H", "H", "H", "H", "H", "H", "H", "H", "H", "H", "C", "C", "C", "C", "N", "N", "H", "H", "H", "H", "H", "H", "H", "H", "H", "H", "H", "H", "C", "C", "N", "C", "S", "N", "C", "C", "H", "H", "H", "H", "H", "H", "H", "H", "H", "H", "H", "H"],
  "xyz": [[0.080, 1.029, -1.340], [1.970, 1.072, -2.672], [1.853, 1.279, -3.951], [2.782, 0.660, -4.813], [2.701, 0.785, -6.179], [1.688, 1.539, -6.764], [0.829, 2.238, -5.951], [0.900, 2.153, -4.553], [0.156, 3.103, -3.782], [-0.055, 3.007, -2.520], [-0.630, 4.007, -1.821], [-0.623, 3.795, -0.534], [-0.090, 2.769, 0.047], [-1.274, 4.822, 0.291], [-1.150, 4.796, 1.676], [-1.811, 5.732, 2.450], [-2.617, 6.689, 1.852], [-2.751, 6.713, 0.472], [-2.082, 5.788, -0.305], [3.559, 0.064, -4.355], [3.438, 0.302, -6.803], [1.601, 1.602, -7.837], [0.067, 2.869, -6.386], [-0.168, 4.007, -4.297], [-0.535, 4.032, 2.122], [-1.698, 5.720, 3.524], [-3.141, 7.416, 2.456], [-3.388, 7.446, -0.002], [-2.170, 5.793, -1.378], [1.677, 0.414, -0.003], [2.753, 0.526, 0.974], [2.918, -0.850, 1.881], [1.808, -1.384, 2.829], [0.308, -1.129, 2.660], [-0.723, -1.189, 1.335], [-1.054, 0.051, 0.661], [-2.193, -1.889, 2.139], [-2.216, -2.419, 3.414], [-3.394, -2.961, 3.906], [-4.530, -2.972, 3.113], [-4.508, -2.419, 1.841], [-3.336, -1.868, 1.355], [-0.086, -2.642, 0.421], [0.976, -2.481, -0.450], [1.461, -3.576, -1.144], [0.876, -4.821, -0.980], [-0.186, -4.974, -0.105], [-0.668, -3.884, 0.603], [2.167, -0.737, 4.467], [3.494, -0.525, 4.798], [3.807, 0.028, 6.028], [2.794, 0.355, 6.917], [1.469, 0.138, 6.574], [1.149, -0.403, 5.339], [2.132, -3.155, 2.949], [3.089, -3.752, 2.151], [3.276, -5.123, 2.230], [2.502, -5.884, 3.091], [1.549, -5.275, 3.893], [1.363, -3.904, 3.825], [2.648, 1.822, 2.226], [3.769, 2.528, 2.617], [3.650, 3.487, 3.609], [2.422, 3.713, 4.209], [1.308, 2.988, 3.814], [1.412, 2.048, 2.802], [4.411, 0.660, 0.288], [4.526, 1.396, -0.878], [5.782, 1.590, -1.428], [6.898, 1.042, -0.815], [6.765, 0.279, 0.336], [5.513, 0.088, 0.899], [-1.314, -2.402, 4.003], [-3.424, -3.377, 4.903], [-5.442, -3.410, 3.486], [-5.400, -2.421, 1.231], [-3.276, -1.413, 0.378], [1.406, -1.500, -0.582], [2.292, -3.449, -1.820], [1.248, -5.673, -1.529], [-0.650, -5.940, 0.027], [-1.505, -4.007, 1.272], [4.259, -0.788, 4.085], [4.838, 0.204, 6.295], [3.038, 0.791, 7.875], [0.683, 0.397, 7.266], [0.127, -0.553, 5.031], [3.672, -3.133, 1.488], [4.029, -5.599, 1.620], [2.639, -6.954, 3.137], [0.956, -5.868, 4.574], [0.634, -3.412, 4.450], [4.721, 2.345, 2.142], [4.520, 4.051, 3.907], [2.334, 4.470, 4.973], [0.357, 3.161, 4.293], [0.553, 1.508, 2.432], [3.630, 1.771, -1.349], [5.887, 2.160, -2.339], [7.877, 1.197, -1.243], [7.634, -0.164, 0.797], [5.374, -0.503, 1.790], [-5.217, 1.059, -0.077], [-4.479, 2.404, -0.175], [-4.674, 3.172, 1.133], [-5.032, 3.221, -1.348], [-3.031, 2.279, -0.372], [-2.587, 1.724, -1.590], [-6.291, 1.231, -0.056], [-4.926, 0.532, 0.829], [-4.989, 0.418, -0.927], [-5.731, 3.325, 1.333], [-4.182, 4.137, 1.073], [-4.248, 2.614, 1.962], [-5.988, 3.671, -1.094], [-5.162, 2.592, -2.227], [-4.330, 4.016, -1.587], [-2.580, 1.766, 0.380], [-2.704, 2.405, -2.334], [-3.050, 0.851, -1.856], [-4.320, -2.314, -3.750], [-3.220, -3.178, -3.136], [-2.079, -3.336, -4.013], [-1.188, -2.347, -4.201], [-1.284, -0.919, -3.335], [-0.155, -2.516, -5.052], [-0.060, -3.491, -6.119], [-0.869, -3.075, -7.347], [-5.127, -2.191, -3.035], [-4.717, -2.769, -4.653], [-3.922, -1.334, -3.999], [-3.604, -4.174, -2.907], [-2.861, -2.712, -2.213], [-2.112, -4.092, -4.676], [0.401, -1.681, -5.170], [-0.391, -4.466, -5.753], [0.995, -3.580, -6.386], [-1.920, -2.956, -7.096], [-0.778, -3.822, -8.129], [-0.504, -2.126, -7.732]],
  "multiplicity": 1,
  "energy_ha": -4791.6331,
  "e_above_lowest_kj_mol": 86.4,
  "fmax_ha_per_bohr": 0.04080,
  "gap_ev": 6.589,
  "lumo_ev": -2.180,
  "homo_energy_ev": -8.77,
  "total_charge": 1
}

No. 2
{
  "formula": "C59H67AuFGe2IN3O6PS4",
  "method": "the ωB97M-V functional and the def2-TZVPD basis",
  "symbols": ["Au", "C", "C", "C", "C", "C", "C", "C", "C", "C", "C", "C", "C", "C", "C", "C", "Ge", "S", "S", "Ge", "S", "S", "C", "C", "C", "C", "C", "C", "C", "C", "C", "C", "C", "C", "C", "C", "C", "C", "C", "C", "C", "C", "C", "C", "C", "C", "C", "C", "C", "C", "C", "C", "C", "C", "C", "H", "H", "H", "H", "H", "H", "H", "H", "H", "H", "H", "H", "H", "H", "H", "H", "H", "H", "H", "H", "H", "H", "H", "H", "H", "H", "H", "H", "H", "H", "H", "H", "H", "H", "H", "H", "H", "H", "H", "H", "H", "H", "H", "H", "H", "H", "H", "H", "H", "H", "N", "C", "O", "C", "I", "H", "H", "H", "H", "C", "P", "C", "C", "O", "H", "H", "H", "H", "H", "H", "H", "H", "H", "F", "C", "C", "N", "C", "C", "O", "O", "C", "O", "N", "C", "O", "H", "H", "H", "H"],
  "xyz": [[-1.301, -1.911, 0.873], [-6.606, 1.725, -1.992], [-5.468, 2.249, -1.160], [-4.380, 2.878, -1.746], [-3.343, 3.408, -0.985], [-2.265, 4.208, -1.672], [-3.371, 3.248, 0.404], [-4.470, 2.639, 1.020], [-4.570, 2.475, 2.515], [-5.502, 2.158, 0.227], [-2.312, 3.919, 1.215], [-2.685, 5.117, 1.819], [-1.757, 5.897, 2.484], [-0.434, 5.497, 2.502], [-0.031, 4.304, 1.904], [-0.982, 3.476, 1.289], [-0.557, 1.650, 0.669], [-1.896, 0.249, 1.691], [-0.581, 1.160, -1.529], [1.272, 0.060, -1.032], [0.986, -1.771, 0.181], [1.636, 1.139, 0.904], [2.729, -0.030, -2.336], [2.665, 0.705, -3.530], [3.798, 0.802, -4.334], [4.975, 0.168, -3.988], [5.012, -0.625, -2.856], [3.897, -0.754, -2.033], [3.971, -1.793, -0.963], [4.419, -1.516, 0.326], [4.885, -0.147, 0.743], [4.466, -2.556, 1.257], [4.109, -3.851, 0.924], [4.172, -4.969, 1.927], [3.703, -4.112, -0.382], [3.629, -3.108, -1.330], [3.124, -3.427, -2.712], [1.417, 1.335, -4.048], [0.462, 0.535, -4.680], [0.617, -0.961, -4.773], [-0.662, 1.144, -5.230], [-0.865, 2.511, -5.151], [-2.084, 3.152, -5.756], [0.094, 3.286, -4.503], [1.238, 2.722, -3.961], [2.249, 3.588, -3.257], [1.445, 4.064, 1.905], [2.099, 3.548, 3.019], [1.354, 3.056, 4.233], [3.488, 3.432, 2.991], [4.230, 3.814, 1.887], [5.729, 3.700, 1.872], [3.552, 4.314, 0.777], [2.174, 4.447, 0.768], [1.470, 4.957, -0.460], [-6.329, 1.660, -3.043], [-7.477, 2.380, -1.916], [-6.916, 0.734, -1.659], [-4.350, 2.994, -2.825], [-2.634, 4.586, -2.624], [-1.374, 3.613, -1.880], [-1.952, 5.060, -1.068], [-3.768, 2.986, 3.044], [-4.507, 1.419, 2.782], [-5.524, 2.857, 2.884], [-6.360, 1.697, 0.706], [-3.718, 5.435, 1.743], [-2.056, 6.825, 2.953], [0.320, 6.116, 2.972], [3.732, 1.366, -5.257], [5.847, 0.252, -4.624], [5.904, -1.188, -2.608], [4.706, 0.604, -0.026], [5.957, -0.165, 0.954], [4.375, 0.178, 1.651], [4.796, -2.337, 2.267], [4.363, -4.591, 2.930], [4.966, -5.674, 1.672], [3.234, -5.528, 1.944], [3.419, -5.122, -0.659], [3.157, -4.502, -2.886], [3.711, -2.933, -3.486], [2.084, -3.106, -2.826], [1.644, -1.248, -5.000], [-0.035, -1.360, -5.549], [0.338, -1.465, -3.842], [-1.400, 0.525, -5.728], [-2.758, 2.402, -6.170], [-1.809, 3.839, -6.558], [-2.634, 3.726, -5.010], [-0.052, 4.359, -4.426], [1.919, 4.626, -3.242], [3.224, 3.549, -3.745], [2.397, 3.260, -2.225], [0.274, 3.113, 4.105], [1.619, 3.637, 5.118], [1.622, 2.015, 4.432], [3.998, 3.023, 3.858], [6.104, 3.295, 2.811], [6.192, 4.676, 1.716], [6.064, 3.048, 1.064], [4.117, 4.616, -0.099], [2.179, 5.424, -1.143], [0.699, 5.686, -0.209], [0.977, 4.138, -0.995], [-0.196, -0.661, 4.417], [-0.057, -1.995, 4.334], [-0.625, -2.681, 3.494], [0.787, -2.660, 5.402], [2.708, -1.759, 5.648], [-0.717, -0.190, 3.680], [0.387, -0.123, 5.034], [0.943, -3.696, 5.128], [0.303, -2.590, 6.373], [-5.589, -1.041, 1.307], [-4.587, -2.494, 1.614], [-5.713, -3.892, 1.651], [-3.935, -2.327, 3.279], [-3.518, -2.657, 0.567], [-6.354, -0.910, 2.074], [-6.061, -1.134, 0.329], [-4.928, -0.175, 1.285], [-6.564, -3.689, 2.302], [-5.189, -4.774, 2.010], [-6.072, -4.083, 0.639], [-4.741, -2.295, 4.012], [-3.341, -1.414, 3.342], [-3.276, -3.171, 3.486], [-3.177, -7.790, 1.808], [-1.964, -7.596, 1.265], [-1.787, -6.757, 0.242], [-0.558, -6.567, -0.342], [-0.403, -5.572, -1.390], [-0.616, -4.126, -0.930], [-0.408, -3.245, -1.766], [-0.936, -3.970, 0.291], [0.579, -7.160, 0.168], [1.694, -6.969, -0.270], [0.350, -8.023, 1.224], [-0.852, -8.323, 1.857], [-0.911, -9.101, 2.781], [-2.607, -6.181, -0.166], [-1.086, -5.779, -2.214], [0.616, -5.658, -1.761], [1.172, -8.478, 1.592]],
  "multiplicity": 3,
  "energy_ha": -9525.7047,
  "fmax_ha_per_bohr": 0.00954,
  "gap_ev": [7.601, 6.544],
  "lumo_ev": [0.224, -1.770],
  "homo_energy_ev": [-7.38, -8.31],
  "s_squared": 2.0102,
  "total_charge": 0
}

No. 3
{
  "formula": "C59H67N2",
  "method": "the ωB97M-V functional and the def2-TZVPD basis",
  "symbols": ["C", "C", "C", "C", "C", "C", "C", "C", "C", "C", "C", "C", "C", "C", "C", "C", "C", "C", "C", "C", "C", "H", "H", "H", "H", "H", "H", "H", "H", "H", "H", "H", "H", "H", "H", "H", "H", "H", "C", "C", "C", "C", "C", "C", "C", "C", "C", "C", "C", "C", "C", "C", "N", "C", "C", "C", "C", "C", "C", "C", "C", "N", "C", "C", "C", "C", "C", "C", "C", "C", "C", "C", "C", "C", "C", "C", "C", "C", "H", "H", "H", "H", "H", "H", "H", "H", "H", "H", "H", "H", "H", "H", "H", "H", "H", "H", "H", "H", "H", "H", "H", "H", "H", "H", "H", "H", "H", "H", "H", "H", "H", "H", "H", "H", "H", "H", "H", "H", "H", "H", "H", "H", "H", "H", "H", "H", "H", "H"],
  "xyz": [[-5.270, -1.985, 4.887], [-4.594, -1.835, 3.669], [-3.344, -2.422, 3.485], [-2.715, -3.113, 4.552], [-1.403, -3.718, 4.365], [-0.987, -4.086, 3.063], [0.310, -4.360, 2.679], [0.694, -4.865, 1.391], [1.984, -5.437, 1.204], [2.370, -5.923, -0.038], [1.492, -5.839, -1.132], [0.205, -5.302, -0.965], [-0.201, -4.833, 0.287], [-0.541, -3.958, 5.516], [0.272, -5.112, 5.605], [1.028, -5.354, 6.752], [1.090, -4.399, 7.774], [0.353, -3.211, 7.664], [-0.492, -3.014, 6.573], [-3.409, -3.240, 5.783], [-4.679, -2.694, 5.941], [-6.260, -1.553, 5.017], [-5.047, -1.274, 2.850], [-2.842, -2.324, 2.519], [-1.763, -4.135, 2.297], [1.107, -4.225, 3.407], [2.663, -5.500, 2.060], [3.359, -6.369, -0.169], [1.805, -6.197, -2.113], [-0.485, -5.251, -1.813], [-1.208, -4.425, 0.419], [0.273, -5.834, 4.783], [1.583, -6.289, 6.841], [1.723, -4.565, 8.646], [0.417, -2.442, 8.435], [-1.119, -2.116, 6.523], [-2.949, -3.794, 6.606], [-5.202, -2.827, 6.888], [2.593, 3.384, 0.820], [2.219, 2.378, 1.894], [3.214, 1.213, 1.803], [2.377, 3.068, 3.259], [0.768, 1.809, 1.833], [0.532, 0.813, 2.786], [-0.717, 0.231, 2.912], [-1.784, 0.731, 2.174], [-1.659, 1.813, 1.294], [-3.008, 2.553, 0.930], [-3.299, 2.769, -0.554], [-3.015, 3.919, 1.622], [-4.239, 1.782, 1.450], [-0.298, 2.193, 0.974], [0.026, 2.678, -0.331], [0.697, 1.910, -1.287], [1.369, 0.728, -1.032], [2.227, 0.040, -1.976], [3.132, 0.724, -2.830], [3.705, 0.054, -3.908], [3.533, -1.329, -4.048], [2.831, -2.044, -3.076], [2.188, -1.376, -2.037], [0.327, 2.423, -2.512], [0.471, 1.806, -3.800], [-0.189, 0.572, -4.140], [-1.402, -0.152, -3.438], [-1.368, -1.664, -3.740], [-2.699, 0.418, -4.039], [-1.450, -0.045, -1.928], [0.124, 0.005, -5.378], [0.819, 0.697, -6.356], [1.225, 1.988, -6.090], [1.209, 2.502, -4.787], [2.054, 3.807, -4.688], [3.409, 3.533, -5.370], [2.382, 4.379, -3.320], [1.303, 4.894, -5.463], [-0.323, 3.635, -2.296], [-0.473, 3.799, -0.969], [1.979, 4.289, 0.867], [3.646, 3.662, 0.975], [2.530, 2.933, -0.173], [3.161, 0.553, 2.676], [3.005, 0.625, 0.902], [4.243, 1.593, 1.729], [2.218, 2.373, 4.092], [3.380, 3.503, 3.357], [1.639, 3.875, 3.361], [1.327, 0.492, 3.458], [-0.865, -0.588, 3.619], [-2.761, 0.295, 2.379], [-3.247, 1.835, -1.126], [-4.325, 3.163, -0.642], [-2.655, 3.523, -1.010], [-3.094, 3.796, 2.709], [-2.101, 4.486, 1.409], [-3.881, 4.505, 1.279], [-4.236, 1.678, 2.544], [-5.161, 2.324, 1.191], [-4.310, 0.792, 0.980], [1.114, 0.272, -0.076], [3.399, 1.763, -2.596], [4.302, 0.601, -4.638], [3.970, -1.842, -4.904], [2.781, -3.130, -3.128], [1.635, -1.927, -1.269], [-0.369, -2.067, -3.527], [-2.086, -2.207, -3.110], [-1.650, -1.885, -4.778], [-2.770, 1.502, -3.877], [-2.730, 0.240, -5.122], [-3.590, -0.058, -3.600], [-1.508, 0.985, -1.570], [-2.348, -0.574, -1.563], [-0.586, -0.534, -1.463], [-0.252, -0.975, -5.660], [1.010, 0.238, -7.327], [1.603, 2.596, -6.913], [3.312, 3.292, -6.434], [4.063, 4.410, -5.294], [3.903, 2.682, -4.884], [1.510, 4.796, -2.808], [2.906, 3.668, -2.674], [3.066, 5.226, -3.489], [0.294, 5.020, -5.049], [1.832, 5.851, -5.376], [1.199, 4.643, -6.524], [-0.605, 4.284, -3.116], [-0.925, 4.605, -0.416]],
  "multiplicity": 1,
  "energy_ha": -2397.6101,
  "fmax_ha_per_bohr": 0.04406,
  "gap_ev": 2.539,
  "lumo_ev": -5.306,
  "homo_energy_ev": -7.85,
  "total_charge": 1
}